Here is C2H7BrSi in the gas phase from the Open Molecules 2025 dataset. Energies are from ωB97M-V with the def2-TZVPD basis set.

Last columns: bonded neighbours and bond lengths (Å).
Positions of all 11 atoms, in Å:
1 C 0.1636 -0.4350 -1.3622  C2 1.485, H5 1.096, H6 1.105, H7 1.089
2 C -0.5944 0.1067 -0.2061  C1 1.485, Si3 2.033, Br4 2.340, H8 1.076
3 Si 0.3265 0.0281 1.6044  C2 2.033, H9 1.474, H10 1.445, H11 1.470
4 Br -1.1200 2.3624 -0.5377  C2 2.340
5 H 0.9856 0.1353 -1.8101  C1 1.096
6 H 0.5168 -1.4457 -1.0898  C1 1.105
7 H -0.5664 -0.5005 -2.1678  C1 1.089
8 H -1.5947 -0.2867 -0.1605  C2 1.076
9 H 0.8391 1.3225 2.0880  Si3 1.474
10 H -0.3740 -0.5918 2.7058  Si3 1.445
11 H 1.4180 -0.6952 0.9361  Si3 1.470

## Properties
charge	0
LUMO level	-0.2	eV
F_max	3.33	eV/Å
relative energy (zero: lowest compared OMol25 entry of this formula, charge and spin)	55.6	kcal/mol
molar mass	139.07	g/mol
frontier orbital gap	9.484	eV
E_HOMO	-9.7	eV
energy	-80105.9460	eV
SMILES	C[C@@H]([SiH3])Br

Atom charges from the Löwdin analysis, given in e for atoms 1 to 4: atom 1 (C): -0.247, atom 2 (C): -0.628, atom 3 (Si): 0.663, atom 4 (Br): 0.227